# 1
Here is a cluster of 16 separate species, C35H88BFN4O21S3 in total from the OMol25 dataset. Energies are from ωB97M-V/def2-TZVPD.

charge = 0

Geometry (Å):
C  2.06772  -1.75797  0.40454
C  2.09375  -0.52088  -0.07330
C  3.12467  -0.07737  -1.07071
C  2.67739  0.35722  -2.49458
C  2.25353  -0.89208  -3.29020
C  0.88395  -1.49135  -2.96235
C  0.90660  -2.99297  -2.70881
S  -0.60981  -3.52247  -1.87778
C  -1.74729  -2.96875  -3.11398
S  -1.67055  -3.43432  -4.66096
N  -2.69654  -2.07315  -2.62375
C  -2.74432  -1.49452  -1.35492
C  -3.80216  -0.67370  -1.37040
N  -4.44079  -0.70822  -2.59549
C  -3.77011  -1.55771  -3.31957
C  1.74328  1.59943  -2.53485
C  0.48279  1.65954  -1.61842
N  0.61667  2.49643  -0.42495
C  1.31809  2.09963  -3.92512
S  0.36085  1.01514  -5.01077
C  -1.35029  1.51297  -4.73065
C  -2.19294  0.97288  -5.88908
O  2.65854  2.65939  -2.08769
C  3.87749  2.44200  -2.58245
O  4.73541  3.26924  -2.62751
C  3.98469  1.01323  -3.08939
B  5.38523  0.32099  -2.54993
O  6.32769  1.02914  -1.87235
O  5.51534  -1.03638  -2.70711
C  4.19863  1.00114  -4.57374
O  4.23029  -0.02031  -5.19919
N  4.47574  2.27308  -5.22809
C  4.03924  2.28215  -6.57265
O  3.01780  2.71359  -6.97390
F  4.97773  1.77843  -7.40718
H  2.82900  -2.45622  0.08241
H  1.33232  -2.09744  1.11469
H  1.38236  0.17550  0.32805
H  3.66401  0.75103  -0.60064
H  3.78704  -0.92835  -1.18825
H  3.02943  -1.64575  -3.16326
H  2.24353  -0.65341  -4.34657
H  0.22040  -1.33867  -3.80940
H  0.40728  -1.02210  -2.11265
H  0.96274  -3.53775  -3.64944
H  1.72666  -3.31274  -2.07203
H  -2.04419  -1.71657  -0.57814
H  -4.13540  -0.04518  -0.56652
H  -4.00652  -1.80354  -4.33836
H  -0.32607  2.08357  -2.20459
H  0.16243  0.66177  -1.34548
H  -0.23606  3.01365  -0.27630
H  0.76499  1.94782  0.40952
H  2.16452  2.43849  -4.51611
H  0.72060  2.99309  -3.76385
H  -1.71841  1.09352  -3.79632
H  -1.42546  2.59604  -4.67374
H  -1.58885  0.80329  -6.77687
H  -2.98447  1.67032  -6.14647
H  -2.65631  0.02363  -5.63118
H  6.94410  1.55309  -2.38657
H  5.39854  -1.37242  -3.61442
H  5.48715  2.42419  -5.23636
C  0.88475  -0.20828  3.73853
O  0.79384  0.72200  2.66461
H  0.02580  -0.87504  3.68833
H  1.79901  -0.80365  3.65133
H  0.87169  0.30470  4.69995
H  1.56116  1.30247  2.73073
C  6.49249  -2.22133  -6.57315
O  5.86261  -2.53753  -5.33229
H  7.47929  -2.67679  -6.55717
H  5.92900  -2.62282  -7.41909
H  6.59961  -1.14220  -6.70404
H  4.98054  -2.15076  -5.38120
C  2.09513  3.65169  4.87294
O  2.81393  3.51092  3.64973
H  1.09540  3.24950  4.72200
H  2.58872  3.09664  5.67582
H  2.01720  4.70559  5.15145
H  3.69933  3.86417  3.80329
C  -1.13920  0.44894  7.80939
O  -0.64604  -0.11487  6.59488
H  -0.29320  0.54497  8.48565
H  -1.57645  1.43320  7.63551
H  -1.89147  -0.19660  8.26675
H  -1.39160  -0.19905  5.99554
C  -4.73058  1.78890  8.68643
O  -4.29718  1.23376  7.43985
H  -3.85316  1.86324  9.32437
H  -5.14889  2.78804  8.54393
H  -5.47325  1.15782  9.17204
H  -5.06746  1.16560  6.87002
C  2.26894  -1.68037  -7.27833
O  1.28520  -2.69931  -7.23836
H  1.80858  -0.74741  -6.95909
H  3.09419  -1.91428  -6.59636
H  2.66222  -1.55142  -8.29170
H  1.72295  -3.51261  -7.51373
C  6.64724  4.96095  -4.54481
O  7.01410  4.32025  -5.77945
H  7.49225  4.86927  -3.86757
H  6.43477  6.01969  -4.70760
H  5.78567  4.46565  -4.10708
H  6.27569  4.42275  -6.38646
C  -4.48072  -3.61016  1.14848
O  -4.00756  -2.29842  1.42134
H  -4.56290  -3.70455  0.06697
H  -3.79002  -4.37424  1.51654
H  -5.46296  -3.78078  1.59552
H  -3.94405  -2.22053  2.38192
C  -8.08961  -1.17532  -4.03313
O  -6.97137  -1.94028  -4.45590
H  -8.93204  -1.46747  -4.65622
H  -8.34193  -1.37392  -2.98769
H  -7.91521  -0.10333  -4.15860
H  -6.22381  -1.68411  -3.90719
C  6.98032  3.45001  4.19911
O  5.57972  3.21011  4.32053
H  7.14746  4.49752  4.43339
H  7.54938  2.83566  4.90021
H  7.33092  3.25430  3.18361
H  5.41549  2.28589  4.11294
C  -6.16069  -1.76146  4.61465
O  -5.03309  -2.52317  4.19203
H  -7.00044  -2.07054  3.99883
H  -6.39838  -1.95618  5.66292
H  -5.99447  -0.69044  4.47015
H  -4.28353  -2.27208  4.74039
C  -7.80015  1.84899  11.93727
O  -7.40713  1.28209  10.69209
H  -6.92049  1.92027  12.57322
H  -8.21989  2.84346  11.79311
H  -8.54089  1.22073  12.43756
H  -8.20346  1.22718  10.15373
C  -11.61025  3.22264  10.66624
O  -10.26705  2.91439  10.30072
H  -11.99449  2.36819  11.21649
H  -11.65628  4.10482  11.30883
H  -12.23757  3.38590  9.78712
H  -9.91423  3.66265  9.81138
C  1.85268  -4.27018  3.51667
O  2.56115  -4.25113  2.28239
H  0.85040  -4.63257  3.30151
H  2.32003  -4.94377  4.23960
H  1.77831  -3.27233  3.95694
H  3.45257  -3.93733  2.45625
C  3.52236  -5.73009  -5.81808
O  3.56681  -4.88260  -6.96375
H  2.62303  -6.33410  -5.90135
H  4.39187  -6.38994  -5.77891
H  3.47459  -5.14913  -4.89375
H  4.36100  -4.34337  -6.89551

These are the Löwdin partial charges, in e, on atoms 1 to 6: atom 1 (C): 0.03, atom 2 (C): -0.14, atom 3 (C): -0.09, atom 4 (C): -0.23, atom 5 (C): -0.11, atom 6 (C): -0.26


# 2
Here is a cluster of 2 separate species, C7H12O2S in total from the OMol25 dataset. Energies are from ωB97M-V/def2-TZVPD.

energy above the lowest of the compared OMol25 structures with the same formula, charge and spin = 32.70 kcal per mole
charge = 0

Geometry (Å):
C  -0.83420  0.28032  2.42731
C  -0.47952  0.45620  0.96854
C  -0.56483  1.84356  0.33525
C  0.94028  -0.07933  0.75805
O  1.85112  0.53172  0.25262
S  1.15978  -1.85165  0.99612
H  -1.90711  0.29002  2.39754
H  -0.48041  1.19497  3.11313
H  -0.42698  -0.62471  2.99343
H  -1.00528  -0.42621  0.37561
H  -1.38809  2.26347  0.85265
H  -0.71954  1.72698  -0.68369
H  0.34385  2.23353  0.43133
H  2.27833  -1.96294  0.17431
C  0.78027  -0.40410  -2.86459
C  0.89025  -1.62915  -2.32070
C  -0.25617  -2.16424  -1.59738
O  -1.34169  -1.65241  -1.55996
H  -0.09631  0.20751  -2.93488
H  1.43135  0.20022  -3.33546
H  1.84213  -2.03770  -2.54339
H  -0.17364  -3.14846  -1.14547

These are the natural (NBO) partial charges, in e, on atoms 1 to 6: atom 1 (C): -0.62, atom 2 (C): -0.33, atom 3 (C): -0.60, atom 4 (C): 0.48, atom 5 (O): -0.57, atom 6 (S): -0.07


# 3
Here is a structure of composition C16H33As2O8PPdS3Si2 from the OMol25 dataset. Energies are from ωB97M-V/def2-TZVPD.

energy above the lowest of the compared OMol25 structures with the same formula, charge and spin = 0.00 kcal per mole
multiplicity = 2
charge = -1

Geometry (Å):
Pd  0.25444  0.72008  -0.21477
O  -1.03403  -1.86096  -2.68666
As  -0.78110  -0.19313  -3.17673
O  -1.77460  0.18435  -4.41237
O  -1.03494  0.76293  -1.79369
C  1.07398  -0.03648  -3.73860
C  1.17688  0.74549  -4.89231
C  2.40784  1.03350  -5.45699
C  3.56078  0.52329  -4.87943
C  3.46880  -0.27105  -3.74972
C  2.23403  -0.55039  -3.16787
S  2.32593  -1.54941  -1.67505
O  2.43724  -0.57254  -0.59113
O  3.49767  -2.37923  -1.85006
O  1.07733  -2.32173  -1.59947
H  -0.19745  -2.17203  -2.26985
H  0.26228  1.11364  -5.34116
H  2.46103  1.64737  -6.34761
H  4.53239  0.73158  -5.31033
H  4.35279  -0.69982  -3.30060
C  3.70589  3.43502  3.56088
C  2.45324  4.14054  3.09630
O  2.30898  3.96024  1.67273
P  1.08529  3.12460  1.10537
S  1.29044  2.81310  -0.83433
S  0.84749  1.37798  2.06112
O  -0.11499  4.11809  1.46083
C  -1.45028  3.72011  1.07221
C  -2.37235  4.88798  1.32142
H  3.85213  3.59637  4.63079
H  4.57618  3.81618  3.02689
H  3.62267  2.36515  3.37293
H  2.50437  5.21613  3.26607
H  1.57231  3.75600  3.61390
H  -1.73290  2.84565  1.66200
H  -1.43906  3.43181  0.01871
H  -2.36427  5.17138  2.37462
H  -3.39074  4.61483  1.04205
H  -2.07015  5.74951  0.72617
C  -3.97343  -2.15407  1.34074
Si  -3.00843  -1.88644  -0.25222
C  -2.88636  -3.49439  -1.18846
C  -3.79166  -0.54568  -1.27080
As  -0.85648  -1.23461  0.43472
Si  0.10002  -2.61814  2.07651
C  -0.61279  -2.10436  3.73436
C  -0.38197  -4.38706  1.69330
C  1.94234  -2.38565  2.04619
H  -5.00087  -2.44924  1.10570
H  -4.01059  -1.24333  1.94101
H  -3.52809  -2.94393  1.95000
H  -3.89248  -3.84187  -1.43961
H  -2.39363  -4.26964  -0.60238
H  -2.32677  -3.34250  -2.11566
H  -4.86634  -0.73874  -1.35125
H  -3.36508  -0.51071  -2.27328
H  -3.63806  0.43430  -0.81909
H  -1.69757  -2.21815  3.76431
H  -0.37520  -1.05967  3.94383
H  -0.18067  -2.71998  4.52915
H  -1.46237  -4.53691  1.74541
H  0.08759  -5.06447  2.41263
H  -0.04118  -4.66371  0.69393
H  2.20899  -1.35947  1.78492
H  2.40123  -3.02936  1.29390
H  2.36432  -2.62837  3.02589

These are the natural (NBO) partial charges, in e, on atoms 1 to 6: atom 1 (Pd): 0.60, atom 2 (O): -1.08, atom 3 (As): 2.44, atom 4 (O): -1.16, atom 5 (O): -1.14, atom 6 (C): -0.46


# 4
Here is a cluster of 4 separate species, C8H24O4 in total from the OMol25 dataset. Energies are from ωB97M-V/def2-TZVPD.

energy above the lowest of the compared OMol25 structures with the same formula, charge and spin = 104.83 kcal per mole
charge = 0

Geometry (Å):
C  22.49400  115.22100  45.36200
C  22.84900  114.22700  44.23300
O  23.26600  113.07100  44.82600
H  23.18600  115.49500  46.02800
H  21.57400  114.84400  46.01200
H  22.41800  116.22800  44.78900
H  23.64900  114.75000  43.92300
H  21.94900  114.25700  43.55800
H  23.33600  112.26000  44.23700
C  25.92300  112.00300  42.79500
C  24.95600  110.89600  42.35500
O  23.67900  110.98100  42.92500
H  26.10200  112.10800  43.88900
H  25.55200  113.14200  42.46000
H  26.87300  111.65900  42.32300
H  25.56800  109.80000  42.53800
H  24.64400  110.83600  41.26400
H  23.10400  110.18200  42.93800
C  21.60400  109.78500  40.55400
C  21.71700  108.42000  41.11200
O  22.36000  108.52700  42.34100
H  21.02000  110.41900  41.29000
H  21.10200  109.57000  39.64100
H  22.66100  110.02000  40.28500
H  22.36400  107.62800  40.66400
H  20.71300  108.07900  41.22100
H  21.92700  107.84100  42.81200
C  20.31000  111.21800  44.33000
C  19.16300  111.61900  45.28400
O  18.67200  110.55900  46.25600
H  20.29600  110.32200  43.92300
H  21.21500  110.94100  44.79700
H  20.45500  111.86700  43.44700
H  18.42900  111.96100  44.55400
H  19.43600  112.55600  45.85600
H  17.65300  110.73600  46.20000

These are the natural (NBO) partial charges, in e, on atoms 1 to 6: atom 1 (C): -0.59, atom 2 (C): -0.06, atom 3 (O): -0.76, atom 4 (H): 0.20, atom 5 (H): 0.19, atom 6 (H): 0.19


# 5
Here is a cluster of 27 separate species, H54O27 in total from the OMol25 dataset. Energies are from ωB97M-V/def2-TZVPD.

energy above the lowest of the compared OMol25 structures with the same formula, charge and spin = 12.39 kcal per mole
charge = 0

Geometry (Å):
O  8.09331  11.17227  12.64903
H  8.11676  10.58267  11.85435
H  7.81404  10.65931  13.44302
O  15.07212  11.12009  12.12655
H  14.26981  11.05584  12.69608
H  15.75858  11.33272  12.79991
O  9.44004  11.42969  8.82230
H  9.85428  11.31957  9.71414
H  9.72901  12.39166  8.69228
O  6.83541  9.16470  14.15226
H  7.36118  8.84984  14.96876
H  7.05111  8.52561  13.41788
O  9.02510  8.91644  16.11175
H  8.60712  8.91651  16.96938
H  9.73720  9.59661  15.99541
O  13.73289  12.14671  10.10934
H  13.15954  12.90639  10.27782
H  14.32820  12.05668  10.85620
O  6.85826  11.89859  8.53773
H  6.27678  11.13950  8.71205
H  7.67617  11.53019  8.34416
O  12.92193  11.32022  13.83531
H  12.19445  11.77724  13.33833
H  13.32384  11.84758  14.56748
O  14.76628  11.92821  15.81219
H  14.54551  12.37753  16.61044
H  14.36167  11.06400  15.88872
O  12.50278  7.56143  9.65389
H  11.90268  6.80660  9.69342
H  12.56067  7.80784  8.67825
O  10.92285  11.18306  15.89090
H  11.31789  11.26245  15.06145
H  10.35379  11.92233  16.05796
O  7.49128  13.92063  10.41740
H  7.08125  13.15452  9.90312
H  7.49315  13.62716  11.34204
O  10.07188  7.55146  12.11138
H  10.27997  6.64172  11.76392
H  10.95821  7.88040  12.49500
O  12.59168  8.32325  13.13032
H  12.30958  9.21450  12.90962
H  13.38122  8.18306  12.60369
O  9.05499  7.36320  8.00380
H  9.60764  7.82861  7.39586
H  8.77616  8.06188  8.70607
O  4.67301  11.06866  12.85004
H  4.78034  11.77321  12.21489
H  5.50691  11.01864  13.24737
O  11.97929  14.31860  10.56907
H  11.18571  14.40155  9.94882
H  11.93512  15.09247  11.13842
O  13.47280  9.45797  16.10191
H  13.24435  8.69635  15.51141
H  12.57769  9.63327  16.49160
O  9.69215  14.31750  9.14075
H  8.81262  14.26680  9.60743
H  9.44825  14.79888  8.31687
O  10.20590  5.50968  9.32078
H  9.76910  6.17039  8.76993
H  10.41954  4.88330  8.61531
O  10.72687  9.50388  6.87768
H  10.48508  10.27403  7.41369
H  11.65342  9.68156  6.75497
O  13.44032  10.79595  7.70390
H  14.34107  10.58956  7.56619
H  13.51832  11.23456  8.61396
O  10.78359  12.36464  12.62085
H  9.85357  12.05568  12.44333
H  11.13992  12.73600  11.80007
O  15.02128  7.99769  11.52855
H  15.36608  8.93335  11.53390
H  14.38678  7.87552  10.73103
O  8.08196  9.06316  10.83136
H  8.71162  8.54923  11.35389
H  7.26575  8.65169  10.93208
O  5.15922  8.71037  11.34342
H  5.20165  9.59066  11.76206
H  4.20198  8.51642  11.48548
O  11.83887  10.01578  10.93338
H  11.98960  9.21954  10.44812
H  12.43714  10.61036  10.48168

These are the Löwdin partial charges, in e, on atoms 1 to 6: atom 1 (O): -0.09, atom 2 (H): 0.02, atom 3 (H): 0.02, atom 4 (O): -0.07, atom 5 (H): 0.02, atom 6 (H): 0.09


# 6
Here is a cluster of 2 separate species, C7H23BN2O3P in total from the OMol25 dataset. Energies are from ωB97M-V/def2-TZVPD.

energy above the lowest of the compared OMol25 structures with the same formula, charge and spin = 0.00 kcal per mole
charge = -1

Geometry (Å):
C  1.96754  5.63233  1.87681
C  1.36849  4.23782  1.62979
O  2.09255  3.25053  2.37997
C  1.30815  3.85338  0.12707
O  2.30608  2.96767  -0.23406
B  2.10339  2.22985  -1.51679
P  1.63905  0.36650  -1.11916
N  0.83148  -0.47797  -2.23671
H  2.71517  5.57015  2.67080
H  2.43168  6.03956  0.97647
H  1.20111  6.34273  2.20386
H  0.33316  4.23916  1.99124
H  1.57007  3.01712  3.14316
H  1.38936  4.79035  -0.45560
H  0.30564  3.44824  -0.09173
H  3.13925  2.20413  -2.17154
H  1.16712  2.64394  -2.18129
H  0.94044  0.37565  0.12712
H  2.79107  -0.35211  -0.71604
H  1.31895  -1.33987  -2.46147
C  -3.33132  -3.50600  -1.08193
C  -1.89311  -3.02378  -1.26432
C  -0.86032  -3.87311  -0.51419
O  -0.81429  -3.67135  0.88841
C  -1.77761  -4.37183  1.63596
N  -1.80616  -1.60321  -0.95525
H  -3.72807  -3.20843  -0.11011
H  -3.96921  -3.05577  -1.84231
H  -3.40909  -4.59358  -1.16653
H  -1.64096  -3.12781  -2.32574
H  0.13035  -3.59608  -0.87917
H  -1.01331  -4.94429  -0.72146
H  -1.98342  -5.35581  1.19740
H  -2.72076  -3.82351  1.72040
H  -1.37302  -4.51353  2.63904
H  -0.86846  -1.27491  -1.21717
H  -1.86100  -1.49616  0.05506

These are the natural (NBO) partial charges, in e, on atoms 1 to 6: atom 1 (C): -0.64, atom 2 (C): 0.08, atom 3 (O): -0.71, atom 4 (C): -0.04, atom 5 (O): -0.72, atom 6 (B): -0.13


Calculated total energy? In order: -122574.9494; -22381.0175; -216221.9933; -16870.1634; -56164.1751; -26719.7243 eV.